(1)
Here is a cluster of 6 separate species, C44H91F5N5O11S in total in a non-equilibrium geometry from OMol25. Energies are from ωB97M-V/def2-TZVPD.

Properties
Lowest unoccupied orbital energy   -0.100 Ha
Charge   +1
DFT total energy   -101486.0539 eV
Highest occupied orbital energy   -0.3860 hartree
Kohn-Sham gap   7.77 eV

Structure (XYZ):
```
157
Properties=species:S:1:pos:R:3:forces:R:3:lowdin_charge:R:1
C 2.97271 3.96509 -4.71476 0.0701 0.1978 0.0310 0.071
C 2.07974 3.12822 -4.20893 -0.1862 -0.0080 -0.0107 -0.118
C 1.31027 2.18967 -5.09430 -0.6543 0.5148 0.3850 -0.187
N 2.11872 0.94045 -5.37864 -0.0668 0.3044 0.3127 0.045
C 3.34393 1.21943 -6.22617 -0.0285 0.2831 -0.8472 -0.164
O 3.64350 0.08411 -6.93833 0.0282 -0.1129 0.1882 -0.156
C 3.12351 0.05792 -8.27179 0.0131 0.0888 -0.0534 -0.026
C 2.29032 0.03026 -4.17290 -0.0160 -0.3814 -0.3427 -0.133
S 3.92665 0.06351 -3.31717 0.2037 0.5417 0.8371 0.810
O 4.46616 1.38683 -3.29816 0.0128 0.0931 -0.5733 -0.246
O 3.74091 -0.61658 -2.07877 -0.2383 -0.3462 -0.0730 -0.236
C 5.11137 -1.10770 -4.23683 0.0744 -0.1089 -0.0394 -0.449
F 4.44217 -1.76907 -5.18642 -0.0219 0.0506 -0.1376 0.136
F 5.51254 -1.98131 -3.32551 0.0065 0.0233 0.1756 0.162
C 6.39409 -0.43431 -4.80700 0.3139 -0.2333 -0.0322 -0.560
F 6.11465 0.36081 -5.84378 0.1118 -0.0344 0.3704 0.177
F 7.20135 -1.41175 -5.22722 -0.2169 0.3360 0.0457 0.198
F 7.00625 0.25529 -3.84627 -0.2240 -0.1623 -0.3727 0.194
C 1.09839 0.07519 -3.14139 -0.1571 0.0205 0.4445 -0.325
C 1.31191 0.97690 -1.86500 -0.0732 0.2039 0.0687 -0.088
C 0.80356 0.41457 -0.54736 -0.2191 -0.0035 -0.0444 -0.226
N 1.33481 -0.49792 0.13619 0.2203 -0.1222 0.0460 0.145
C 0.85532 -1.41763 -2.78584 -0.2427 -0.0108 -0.2182 -0.100
C 0.22698 -2.24642 -3.92033 0.5403 -0.1785 0.5781 -0.150
O -1.15005 -2.55217 -3.71280 -0.0558 -0.1951 -0.8252 -0.038
C -1.37989 -3.68116 -2.96175 -0.3054 0.1507 0.0338 -0.479
O -0.87449 -3.82791 -1.89189 0.4390 -0.1601 0.2455 0.148
C -2.30336 -4.67733 -3.61408 -0.1713 0.4276 -0.0229 -0.133
C -3.31535 -4.05882 -4.58083 0.0795 -0.1013 0.2078 -0.087
N -0.10916 0.53488 -3.84001 0.3795 -0.1292 -0.6453 -0.111
N -1.20813 0.35910 -3.00723 0.0881 -0.0346 0.3232 0.129
C -0.10969 1.74245 -4.69080 -0.5420 0.3054 -0.0455 -0.403
C -0.86031 1.37980 -5.98976 0.2477 -0.1115 -0.0366 0.004
C -0.80025 2.98803 -4.09262 -0.0171 0.0778 -0.3200 -0.089
C -2.34652 3.05692 -4.10768 0.2768 0.1897 0.4171 -0.177
N -2.76024 3.84582 -2.94510 -0.5562 -0.1727 -0.1944 -0.104
C -3.73404 4.90995 -3.23200 0.0089 0.1214 -0.3555 -0.205
C -5.10886 4.49292 -3.77027 -0.0953 0.2917 0.2070 -0.078
C -3.09172 3.02199 -1.80819 0.0288 0.0064 -0.1361 -0.472
C -4.22274 2.02127 -1.88584 -0.2131 0.0656 -0.1068 0.016
O -2.45230 3.13698 -0.80205 0.3223 0.0175 0.4288 0.124
H 2.94331 4.29374 -5.74882 0.4590 -0.5128 -0.1895 0.085
H 3.75316 4.35371 -4.07387 -0.3492 0.6693 0.0584 0.088
H 1.88642 3.16947 -3.14691 0.4720 -0.7161 0.1325 0.109
H 1.16510 2.69288 -6.05396 0.3106 -0.1705 -0.1296 0.158
H 1.51814 0.40886 -6.01607 -0.0179 -0.1462 0.1389 0.154
H 3.05111 2.03085 -6.89766 -0.0716 0.0627 0.1219 0.145
H 4.16420 1.58109 -5.61557 -0.0637 -0.2868 0.2094 0.120
H 3.18825 -0.96777 -8.62014 0.0086 -0.0064 0.0151 0.106
H 3.72226 0.70386 -8.91542 -0.0155 -0.0069 -0.0093 0.107
H 2.07954 0.38964 -8.30558 -0.0076 -0.0616 0.0164 0.091
H 2.28212 -0.97195 -4.60363 0.0099 0.0379 -0.0444 0.127
H 2.33716 1.30158 -1.69864 0.0722 -0.1366 -0.0966 0.102
H 0.74682 1.89354 -2.03274 0.0400 -0.0054 -0.0303 0.088
H -0.11142 0.85932 -0.15195 -0.0186 0.0773 -0.0547 0.113
H 2.18003 -0.83839 -0.32569 0.0719 -0.0793 0.1156 0.047
H 1.78966 -1.88662 -2.48476 0.0413 0.0959 0.1083 0.118
H 0.17723 -1.49177 -1.94541 0.0722 0.0339 0.0565 0.105
H 0.29705 -1.75735 -4.89426 -0.1908 0.0600 0.0278 0.118
H 0.77695 -3.18942 -3.99034 -0.0512 -0.0114 -0.0437 0.137
H -1.64180 -5.37609 -4.13547 -0.0928 -0.0950 0.0364 0.132
H -2.79824 -5.21480 -2.80751 0.0812 -0.0966 -0.0178 0.124
H -3.76062 -3.16852 -4.13672 -0.0334 0.0205 -0.0813 0.076
H -2.84038 -3.78505 -5.52046 -0.0815 0.0624 -0.0213 0.073
H -4.12061 -4.76480 -4.77614 0.0467 -0.0208 -0.1068 0.077
H -2.03847 0.06396 -3.49533 0.0329 -0.0819 -0.0179 0.103
H -1.36766 1.11260 -2.34581 -0.0866 0.1045 -0.1508 0.085
H -0.26819 0.72745 -6.64499 -0.0399 -0.0682 0.0447 0.079
H -1.09785 2.27443 -6.56840 -0.0823 -0.0126 0.0281 0.102
H -1.77444 0.83239 -5.76946 -0.0473 0.0779 0.0003 0.093
H -0.47053 3.83472 -4.70483 0.1273 0.0551 0.1764 0.133
H -0.45938 3.20418 -3.08019 -0.0308 -0.1030 0.0251 0.113
H -2.79534 2.06392 -4.09199 -0.0174 -0.0128 -0.1771 0.085
H -2.68697 3.56333 -5.01082 -0.0465 -0.0824 -0.0217 0.126
H -3.84853 5.52632 -2.33979 0.0444 -0.0934 0.0686 0.126
H -3.25559 5.55597 -3.97212 0.0867 -0.0313 0.0445 0.115
H -5.81911 4.32854 -2.95997 -0.0542 -0.2025 -0.0992 0.058
H -5.52057 5.30685 -4.36907 0.0069 -0.0164 -0.0184 0.077
H -5.06745 3.60845 -4.40739 0.0237 -0.0218 0.0375 0.075
H -5.17217 2.55722 -1.93043 0.0138 0.0087 0.0341 0.079
H -4.22088 1.39596 -0.99755 0.0812 -0.0117 -0.0128 0.094
H -4.18904 1.40326 -2.78292 0.0201 -0.0042 0.0020 0.073
C 0.89962 -1.76378 4.12229 0.0344 0.0061 -0.1527 -0.082
C -0.02690 -2.87672 4.57761 0.0547 -0.0010 0.0356 -0.278
O -1.33175 -2.78472 4.03396 -0.0337 -0.0345 -0.0044 -0.156
C -1.40658 -2.82876 2.61802 -0.0087 0.0458 -0.0738 -0.278
C -0.86136 -4.10617 2.00240 0.0341 -0.0276 0.0788 -0.071
H 0.45515 -0.78588 4.31562 0.0008 -0.0114 0.0646 0.078
H 1.85513 -1.82853 4.64655 -0.0178 0.0053 0.0384 0.071
H 1.10487 -1.82557 3.05179 0.0556 0.0215 0.0066 0.057
H -0.16226 -2.83441 5.65892 -0.0505 0.0137 -0.0080 0.113
H 0.41661 -3.85445 4.35207 0.0024 0.0054 -0.0182 0.104
H -0.90828 -1.95669 2.17816 0.0296 -0.0125 0.0031 0.098
H -2.46916 -2.73531 2.39060 -0.0119 -0.0107 0.0430 0.117
H 0.21629 -4.20097 2.14602 0.0084 0.0240 -0.0342 0.062
H -1.05131 -4.11220 0.92811 -0.0044 0.0047 0.0006 0.061
H -1.33803 -4.97956 2.45046 -0.0181 0.0006 -0.0194 0.083
C -10.82691 2.56232 -1.58296 -0.0107 0.0904 -0.0602 -0.077
C -9.37500 2.88532 -1.27781 -0.0326 -0.0504 0.0510 -0.284
O -8.76809 3.76106 -2.21532 0.1361 -0.0233 -0.0311 -0.179
C -9.36138 5.04430 -2.33347 -0.0340 0.0798 -0.0218 -0.283
C -9.34245 5.85629 -1.05017 0.0165 -0.0924 0.0572 -0.077
H -10.92901 2.18634 -2.60175 0.0049 -0.0324 0.0114 0.082
H -11.19128 1.80277 -0.89099 0.0109 -0.0138 -0.0037 0.079
H -11.47087 3.43657 -1.48131 -0.0056 -0.0106 0.0414 0.068
H -8.77989 1.97229 -1.31944 0.0219 0.0146 -0.0205 0.115
H -9.27702 3.28292 -0.26161 -0.0175 0.0201 -0.0071 0.108
H -10.38338 4.96052 -2.71831 -0.0073 -0.0136 0.0263 0.109
H -8.77760 5.55505 -3.10033 0.0170 -0.0315 -0.0077 0.113
H -9.97416 5.41683 -0.27750 -0.0334 0.0235 -0.0145 0.068
H -9.71024 6.86430 -1.24290 0.0107 0.0055 -0.0118 0.079
H -8.32775 5.92410 -0.65456 0.0050 0.0299 -0.0167 0.080
C 4.26033 -4.38550 3.61893 0.1032 0.0805 0.0083 -0.077
C 3.87292 -5.06158 4.92251 -0.1229 -0.0040 0.0157 -0.286
O 4.96329 -5.55552 5.67410 0.0521 -0.0461 -0.0349 -0.156
C 5.91488 -4.58838 6.08593 0.0535 0.0720 0.0127 -0.276
C 5.33164 -3.48311 6.94877 -0.1036 -0.0456 -0.0243 -0.075
H 4.88229 -5.04006 3.00664 -0.0416 -0.0476 0.0096 0.081
H 3.35960 -4.12929 3.05817 -0.0001 -0.0076 -0.0127 0.066
H 4.81754 -3.46271 3.79008 -0.0434 0.0263 -0.0015 0.066
H 3.25312 -5.93437 4.71462 0.0236 -0.0206 0.0160 0.120
H 3.26591 -4.37992 5.53167 -0.0039 0.0131 -0.0173 0.097
H 6.43197 -4.15966 5.21897 -0.0346 -0.0077 -0.0248 0.107
H 6.65983 -5.14954 6.64969 -0.0262 -0.0220 0.0114 0.119
H 4.63371 -2.85668 6.39022 0.0377 0.0425 0.0013 0.064
H 6.12644 -2.83859 7.32454 0.0104 -0.0169 0.0145 0.080
H 4.79408 -3.90721 7.79774 0.0447 0.0233 0.0421 0.073
C 1.88842 3.65148 5.70921 0.1011 -0.0199 -0.0415 -0.078
C 1.25937 3.54735 4.33088 -0.0632 -0.0112 0.0489 -0.280
O 2.16311 3.78246 3.26317 -0.0045 0.0414 -0.0603 -0.163
C 3.26213 2.89316 3.18108 0.0490 -0.0312 -0.0184 -0.282
C 2.86605 1.44013 2.98638 -0.1053 -0.0165 0.0627 -0.079
H 2.39870 4.60857 5.82468 -0.0303 0.0147 0.0126 0.082
H 1.11732 3.57088 6.47578 -0.0100 0.0152 -0.0033 0.078
H 2.61582 2.85863 5.88913 -0.0324 -0.0245 0.0149 0.067
H 0.48874 4.31004 4.21881 0.0158 0.0122 -0.0281 0.118
H 0.76547 2.57621 4.20942 0.0231 -0.0124 0.0043 0.105
H 3.91169 2.99737 4.05767 -0.0291 -0.0129 0.0207 0.109
H 3.83986 3.23753 2.32195 -0.0237 0.0279 -0.0050 0.115
H 2.34857 1.03676 3.85784 0.0722 -0.0219 0.0351 0.056
H 3.75613 0.83163 2.81860 -0.0053 -0.0104 -0.0120 0.080
H 2.19529 1.32408 2.13410 0.0483 0.0135 -0.0394 0.059
C 0.47547 -3.41992 9.24619 -0.0013 0.0621 0.0930 -0.079
C 1.97806 -3.61330 9.36356 -0.0249 -0.0638 -0.0614 -0.285
O 2.63867 -2.59431 10.09137 0.0440 0.0421 -0.0516 -0.162
C 2.23878 -2.44280 11.44249 -0.0262 0.0248 0.0805 -0.282
C 2.46886 -3.67613 12.29891 0.0068 -0.0647 -0.0879 -0.080
H 0.24871 -2.43106 8.84440 0.0011 -0.0119 -0.0339 0.081
H 0.05380 -4.17500 8.58154 0.0095 0.0043 -0.0166 0.076
H -0.02616 -3.51206 10.21038 -0.0054 -0.0409 -0.0076 0.067
H 2.42711 -3.58641 8.36971 0.0244 0.0212 0.0103 0.100
H 2.20584 -4.59844 9.78664 -0.0269 0.0010 0.0143 0.111
H 1.19047 -2.12792 11.50066 -0.0087 -0.0297 -0.0111 0.107
H 2.83773 -1.61478 11.82180 0.0176 0.0023 -0.0327 0.118
H 1.83334 -4.50976 11.99703 -0.0304 0.0143 0.0272 0.066
H 2.24490 -3.45104 13.34200 0.0119 0.0137 0.0033 0.077
H 3.50726 -4.00225 12.22635 0.0085 0.0205 0.0267 0.082
```
Positions in Å, forces in eV/Å.

(2)
Here is an isolated molecule of C5H7NO in a non-equilibrium geometry from OMol25. Energies are from ωB97M-V/def2-TZVPD.

Properties
Lowest unoccupied orbital energy (alpha / beta)   -0.022 / 0.004 Ha
Relative energy (zero: lowest compared OMol25 entry of this formula, charge and spin)   5.248 eV
Charge   0
DFT total energy   -8830.9550 eV
Highest occupied orbital energy (alpha / beta)   -0.3019 / -0.3668 hartree
Kohn-Sham gap (alpha / beta)   7.63 / 10.08 eV

Structure (XYZ):
```
14
Properties=species:S:1:pos:R:3:forces:R:3:nbo_charge:R:1
C -2.38991 -0.30298 -0.14282 -0.6770 1.9892 -0.7564 0.250
C 1.71674 -0.53144 0.59142 0.1252 0.1708 0.4127 -0.459
C 1.39296 -0.47567 -0.89130 -0.0713 0.3322 -0.2977 -0.461
C -0.49457 1.09902 0.36148 0.1463 0.5128 0.2991 -0.148
C 0.47512 0.05022 0.11102 -0.6311 -1.0684 -0.0908 0.123
N -1.97942 -1.38395 0.25125 1.2283 -1.0676 0.5678 -0.305
O -1.78082 0.92131 -0.23785 -0.1514 -0.2431 -0.1593 -0.501
H -3.40352 -0.14468 -0.53612 0.0026 -0.3814 0.1223 0.190
H 1.69898 -1.49607 1.08192 -0.1154 -0.1146 -0.0112 0.234
H 2.47797 0.12688 0.99930 0.0557 0.0572 -0.1121 0.215
H 1.91841 0.24324 -1.51219 0.1057 0.0256 0.0014 0.214
H 1.16065 -1.39667 -1.40523 -0.0896 -0.1520 0.0220 0.234
H -0.62031 1.25237 1.44328 0.0308 0.0012 -0.2496 0.198
H -0.17229 2.03842 -0.11418 0.0411 -0.0618 0.2520 0.215
```
Positions in Å, forces in eV/Å.